*w*
11
Properties=species:S:1:pos:R:3 method="wB97M-V/def2-TZVPD" orbital_gap_ha=0.393 smiles="[H]/N=C(/CCl)NS"
H -0.25 -1.79 0.83
N -0.14 -0.93 1.37
C -0.16 -0.09 0.45
C 0.08 1.31 0.77
Cl 1.27 2.00 -0.36
N -0.56 -0.33 -0.88
S -0.57 -1.87 -1.48
H -0.76 2.03 0.64
H 0.50 1.44 1.78
H -0.15 0.34 -1.47
H 0.77 -2.11 -1.66


*x*
11
Properties=species:S:1:pos:R:3 method="wB97M-V/def2-TZVPD" orbital_gap_ha="0.334 / 0.282"
C -0.15 0.34 0.60
C 0.49 -0.82 -0.25
N 0.32 1.61 0.35
N 2.91 -0.04 -0.52
S 2.14 -1.13 0.36
Cl 4.42 0.49 -0.01
H -1.23 0.25 0.38
H -0.02 0.11 1.67
H -0.09 -1.73 -0.14
H 0.55 -0.51 -1.29
H 0.34 1.82 -0.65


Computed stability ranking, most favorable first: *w*, *x*


*w*
31
Properties=species:S:1:pos:R:3 method="wB97M-V/def2-TZVPD" orbital_gap_ha=0.361 smiles=COCCOC.CO.CO.O
C -4.54 2.63 -1.29
O -3.85 1.49 -0.93
C -2.79 1.13 -1.82
C -1.69 0.48 -1.03
O -2.13 -0.53 -0.16
C -1.13 -1.09 0.67
H -5.27 2.37 -2.07
H -3.92 3.48 -1.59
H -5.15 2.86 -0.42
H -2.29 1.99 -2.29
H -3.19 0.51 -2.63
H -1.31 1.29 -0.40
H -0.95 0.16 -1.78
H -0.27 -1.35 0.05
H -1.51 -1.90 1.29
H -0.77 -0.28 1.30
C 2.52 0.53 -0.78
O 1.58 1.46 -0.19
H 2.17 -0.08 -1.61
H 3.36 1.07 -1.21
H 2.82 -0.15 0.01
H 1.13 1.94 -0.89
C 3.48 -2.75 2.37
O 3.42 -3.00 0.98
H 2.53 -2.95 2.86
H 4.15 -3.38 2.97
H 3.71 -1.70 2.57
H 4.35 -3.07 0.73
O 1.60 -0.43 2.06
H 1.86 0.38 1.61
H 2.09 -1.12 1.61


*x*
31
Properties=species:S:1:pos:R:3 method="wB97M-V/def2-TZVPD" orbital_gap_ha=0.384 smiles="C=C(C)C(=C)C.O.O.O.O.O"
C 0.56 1.81 0.20
C 0.11 1.78 -1.05
C 0.34 2.92 -2.01
C -0.66 0.63 -1.61
C -1.98 0.60 -1.53
C 0.16 -0.45 -2.28
H 0.42 0.97 0.89
H 1.10 2.66 0.60
H 0.95 2.60 -2.86
H 0.84 3.76 -1.53
H -0.62 3.28 -2.38
H -2.57 -0.20 -1.97
H -2.56 1.37 -1.05
H 0.90 -0.02 -2.96
H -0.47 -1.13 -2.85
H 0.72 -1.02 -1.53
O 1.15 -2.22 1.17
H 0.98 -1.67 1.96
H 1.74 -1.66 0.64
O 0.36 -0.46 3.21
H -0.52 -0.33 2.79
H 0.19 -0.87 4.06
O -1.45 -2.44 0.38
H -1.46 -2.33 -0.58
H -0.49 -2.42 0.64
O -2.03 -0.25 1.90
H -1.99 -1.07 1.35
H -2.08 0.49 1.28
O 2.89 -0.38 -0.11
H 3.49 -0.14 0.60
H 2.44 0.44 -0.36


Computed stability ranking, most favorable first: *x*, *w*


*w*
12
Properties=species:S:1:pos:R:3 method="wB97M-V/def2-TZVPD" orbital_gap_ha=0.330
C -1.09 0.09 -0.30
C 1.08 -0.01 -0.45
H -2.58 -1.56 0.00
H -3.10 0.17 0.81
H 2.32 -1.60 0.65
H 3.18 -0.19 0.62
N -2.43 -0.50 -0.38
N -1.04 1.42 0.09
N 0.12 1.99 -0.11
N 1.23 1.37 -0.53
N 2.35 -0.61 -0.09
N -0.04 -0.57 -0.32


*x*
12
Properties=species:S:1:pos:R:3 method="wB97M-V/def2-TZVPD" orbital_gap_ha=0.317 smiles="[H]/N=c1/nn[nH]n1N=C"
H -2.34 -1.02 -0.15
N -2.52 -0.07 -0.52
C -1.48 0.72 -0.39
N -1.05 1.96 -0.73
N 0.08 2.10 -0.33
N 0.78 0.98 -0.12
N -0.25 0.07 0.19
N 0.14 -1.32 0.04
C 1.41 -1.52 0.19
H 1.31 1.13 0.92
H 2.06 -0.55 0.56
H 1.86 -2.49 0.34


*y*
12
Properties=species:S:1:pos:R:3 method="wB97M-V/def2-TZVPD" orbital_gap_ha=0.345
H -2.01 -1.60 -0.33
N -2.65 -0.79 -0.35
C -2.05 0.25 -0.01
N -0.68 0.27 0.33
N 0.01 1.37 0.00
N 1.24 1.15 -0.17
C 1.47 -0.26 -0.01
N 2.54 -0.90 -0.16
H 3.25 -0.26 -0.46
N 0.20 -0.83 0.27
H -2.49 1.26 0.18
H 0.19 -1.27 1.19


Computed stability ranking, most favorable first: *y*, *x*, *w*